Record 1
C20H19N2O2 | wB97M-V/def2-TZVPD

Calculated values
**Frontier orbital gap**: 8.7 eV
**Relative energy (zero: lowest compared OMol25 entry of this formula, charge and spin)**: 0.00 kcal per mole
**LUMO energy**: -3.08 eV
**E_HOMO**: -11.7 eV
**Maximum force**: 1.4 eV/A
**Charge**: +1

The geometry in XYZ format:
```
43
C20H19N2O2 (wB97M-V/def2-TZVPD)
C 6.38461 1.51066 -1.78460
C 5.58952 1.95860 -3.02212
C 4.45113 2.90590 -2.66928
N 3.21367 2.17676 -2.31113
C 2.53139 1.26830 -3.08105
C 1.43976 0.87127 -2.36070
N 1.50174 1.53342 -1.17267
C 2.58211 2.31494 -1.15435
H 7.23306 2.16113 -1.60708
H 6.76936 0.50681 -1.93247
H 5.74855 1.48367 -0.90381
H 6.22746 2.45243 -3.74681
H 5.19851 1.07446 -3.51844
H 4.69898 3.51593 -1.80717
H 4.20271 3.58604 -3.47873
H 2.86102 0.99517 -4.06322
H 0.68744 0.16915 -2.66124
H 0.80524 1.41847 -0.45117
H 2.86372 2.95100 -0.33833
C -1.76327 1.94832 2.53975
C -0.64694 1.33775 1.97432
C -0.72140 0.03608 1.51252
C -1.91276 -0.66904 1.61516
C -3.02346 -0.06924 2.20227
C -2.94677 1.24216 2.65964
C -4.30611 -0.82260 2.35780
O -5.27246 -0.29118 2.85555
C -4.34742 -2.23230 1.88085
C -5.51354 -2.96593 2.05113
C -5.57742 -4.27423 1.60224
C -4.47960 -4.85416 0.97586
C -3.31338 -4.12871 0.80307
C -3.24012 -2.81829 1.25804
C -1.97524 -2.06100 1.07909
O -1.01954 -2.53555 0.49919
H -1.70469 2.96841 2.89447
H 0.28769 1.88446 1.90332
H 0.14429 -0.44648 1.07467
H -3.81878 1.69860 3.10658
H -6.36436 -2.50693 2.53453
H -6.48521 -4.84567 1.73971
H -4.53502 -5.87528 0.62399
H -2.45448 -4.57332 0.32063
```

=====

Record 2
C20H19N2O2 | wB97M-V/def2-TZVPD

Calculated values
**Frontier orbital gap**: 7.9 eV
**SMILES**: c1cn(C(c2ccc3c(c2)CCO3)c2ccc3c(c2)CCO3)c[nH+]1
**Relative energy (zero: lowest compared OMol25 entry of this formula, charge and spin)**: 46.63 kcal per mole
**LUMO energy**: -2.97 eV
**E_HOMO**: -10.9 eV
**Maximum force**: 2.1 eV/A
**Charge**: +1

The geometry in XYZ format:
```
43
C20H19N2O2 (wB97M-V/def2-TZVPD)
C -3.64157 -2.82000 4.41368
C -3.15637 -2.86137 3.14355
N -2.10080 -1.93178 3.05813
C -1.20880 -1.70911 1.87537
C 0.23002 -2.28375 2.07618
C 0.99730 -3.15776 1.23914
C 2.38371 -3.26616 1.37090
C 3.03081 -2.64362 2.44798
C 2.27767 -1.83360 3.31458
C 0.89204 -1.71824 3.15773
C 3.22635 -1.18935 4.28278
C 4.56536 -1.84285 3.93476
O 4.36939 -2.65759 2.70930
C -1.73309 -2.01294 0.44656
C -0.96045 -2.04706 -0.75866
C -1.56057 -2.06256 -2.01196
C -2.95471 -2.04100 -2.11101
C -3.72993 -1.96790 -0.94003
C -3.11854 -2.03401 0.31394
C -5.16423 -1.88839 -1.34663
C -5.10261 -2.10346 -2.85479
O -3.68023 -2.07053 -3.26217
C -2.06102 -1.27075 4.24710
N -2.94224 -1.80214 5.06720
H -4.41992 -3.41329 4.86299
H -3.50345 -3.44360 2.31920
H -1.17123 -0.60544 1.98708
H 0.50522 -3.78495 0.50028
H 2.99165 -3.84335 0.67150
H 0.35548 -1.09700 3.87566
H 2.95579 -1.36453 5.31842
H 3.25756 -0.11383 4.07229
H 5.35237 -1.11300 3.74472
H 4.92207 -2.49831 4.73977
H 0.12220 -2.04726 -0.72147
H -0.96699 -2.12889 -2.92469
H -3.77174 -2.10508 1.17592
H -5.75186 -2.64892 -0.82965
H -5.55327 -0.89976 -1.10403
H -5.65698 -1.34452 -3.42021
H -5.50006 -3.08338 -3.11932
H -1.47873 -0.40044 4.47834
H -3.09185 -1.53641 6.03795
```

=====

Record 3
C20H19N5OS | wB97M-V/def2-TZVPD

Calculated values
**Frontier orbital gap**: 9.2 eV
**SMILES**: c1ccc(Cn2ccc3c(OC4CN(Cc5cscn5)C4)ncnc32)cc1
**Relative energy (zero: lowest compared OMol25 entry of this formula, charge and spin)**: 69.79 kcal per mole
**LUMO energy**: 0.78 eV
**E_HOMO**: -8.4 eV
**Maximum force**: 3.6 eV/A

The geometry in XYZ format:
```
46
C20H19N5OS (wB97M-V/def2-TZVPD)
C 1.26856 -1.85987 -5.95562
C 0.64629 -2.41471 -4.82228
C -0.32082 -1.71472 -4.11824
C -0.73227 -0.42434 -4.56223
C -1.81852 0.26638 -3.82979
N -1.25950 0.94242 -2.62998
C -0.52571 2.13248 -2.64749
C -0.01827 2.29339 -1.34418
C -0.51366 1.15773 -0.56062
C -0.28212 0.73390 0.74407
O 0.63049 1.46640 1.50508
C 1.00097 0.81837 2.72245
C 0.05391 0.87313 3.89955
N 1.09237 1.44868 4.75566
C 1.57850 0.70861 5.93396
C 2.42889 1.56384 6.86112
C 2.58528 2.94977 6.81313
S 3.54961 3.59180 8.12865
C 3.74704 1.90955 8.63263
N 3.10206 0.97365 7.93744
C 2.01726 1.55595 3.58122
N -0.83773 -0.37003 1.21055
C -1.63473 -1.08087 0.41022
N -1.83052 -0.77177 -0.88887
C -1.28362 0.37792 -1.35307
C -0.15528 0.09770 -5.71392
C 0.82825 -0.59816 -6.38229
H 2.08245 -2.37380 -6.49048
H 0.94238 -3.41936 -4.46012
H -0.73947 -2.13892 -3.22067
H -2.30654 1.00211 -4.46215
H -2.57698 -0.45473 -3.50703
H -0.36456 2.80906 -3.48767
H 0.61764 3.08266 -0.96952
H 1.35595 -0.21120 2.49609
H -0.31615 -0.12447 4.19917
H -0.81408 1.53092 3.71216
H 2.16888 -0.17336 5.67438
H 0.71332 0.37037 6.52724
H 2.07800 3.54325 6.04931
H 4.30009 1.61482 9.50704
H 2.15741 2.57904 3.21065
H 2.97131 1.06483 3.68243
H -2.10928 -1.96600 0.86544
H -0.42377 1.08159 -6.06884
H 1.28880 -0.10188 -7.24246
```

=====

Record 4
C20H19NO3 | wB97M-V/def2-TZVPD

Calculated values
**Frontier orbital gap**: 8.0 eV
**SMILES**: CCC(=O)Nc1ccc(/C=C(\C(C)=O)C(=O)c2ccccc2)cc1
**Relative energy (zero: lowest compared OMol25 entry of this formula, charge and spin)**: 5.13 kcal per mole
**LUMO energy**: -0.38 eV
**E_HOMO**: -8.4 eV
**Maximum force**: 0.7 eV/A

The geometry in XYZ format:
```
43
C20H19NO3 (wB97M-V/def2-TZVPD)
C 2.95851 -6.67099 0.68505
C 1.48998 -6.71969 0.26146
C 1.08569 -5.41704 -0.40892
O 0.95703 -5.30226 -1.60474
N 0.91610 -4.40018 0.49105
C 0.57384 -3.07013 0.26266
C 0.27460 -2.56858 -1.00317
C -0.06136 -1.24075 -1.15189
C -0.13735 -0.37762 -0.05437
C -0.51019 1.00431 -0.26520
C -1.13988 1.81141 0.61444
C -1.76409 1.30382 1.87922
C -1.50679 2.15877 3.09046
O -2.46274 0.32024 1.89803
C -1.40688 3.23245 0.28463
O -2.34789 3.84686 0.75063
C -0.45902 3.89027 -0.65402
C 0.91026 3.63458 -0.63043
C 1.75511 4.30720 -1.49446
C 1.24443 5.23260 -2.39046
C -0.11490 5.50131 -2.40981
C -0.96110 4.84267 -1.53846
C 0.19198 -0.88516 1.20538
C 0.54166 -2.20672 1.36018
H 3.25135 -7.61945 1.12883
H 3.59058 -6.48592 -0.18009
H 3.13568 -5.88210 1.41373
H 0.85194 -6.90872 1.12734
H 1.34608 -7.52334 -0.46088
H 1.06396 -4.63068 1.46447
H 0.31040 -3.22431 -1.85664
H -0.29870 -0.86336 -2.13574
H -0.25853 1.40173 -1.24244
H -2.10019 3.06650 2.98376
H -1.81495 1.63654 3.99237
H -0.45919 2.44676 3.15156
H 1.31552 2.92669 0.07818
H 2.81662 4.10955 -1.46829
H 1.90771 5.75011 -3.06761
H -0.51303 6.22894 -3.10117
H -2.02141 5.04658 -1.53258
H 0.19493 -0.23143 2.06404
H 0.79449 -2.58249 2.34220
```

=====

Number 1: total energy -28118.1194 eV. Number 2: total energy -28116.0975 eV. Number 3: total energy -41380.0108 eV. Number 4: total energy -28681.1001 eV.